The following is a quantum chemistry calculation of a cluster of 2 separate species, C9H14 in total at a distorted geometry, from the OMol25 dataset.

The HOMO-LUMO gap is 0.3661 Eh. For the energy above the lowest of the compared OMol25 structures with the same formula, charge and spin, the calculation gives 28.5 kcal/mol. For the HOMO energy, the calculation gives -8.92 eV. Its structure (SMILES) is Cc1ccccc1.CC.

```
! wB97M-V def2-TZVPD RIJCOSX def2/J DEFGRID3
* xyz 0 1
C -1.2171 -0.3488 0.7553
C -1.9390 -1.2575 -1.7440
C -1.5920 -2.1685 -0.7520
C 2.4123 0.1342 1.5627
C -1.8259 0.1062 -1.5002
C -1.5062 -1.6926 0.5452
C -0.7166 1.9266 -0.1297
C -1.2946 0.5524 -0.2970
C 2.5802 0.4965 0.0770
H -0.5685 2.4703 -1.0632
H 2.3795 -0.9381 1.7132
H 2.3011 -0.3092 -0.6092
H -1.5489 -2.4058 1.3533
H 3.6129 0.7727 -0.1366
H -2.0627 -1.5297 -2.7854
H -0.7900 -0.2679 1.7475
H -1.4837 -3.2086 -1.0325
H -1.2295 2.5263 0.6094
H 1.4270 0.4925 1.8824
H 0.3173 1.9096 0.2119
H 3.1019 0.7552 2.1231
H 1.9436 1.2937 -0.2878
H -2.3011 0.6906 -2.2435
*
```

These are the Mulliken partial charges, in e, on atoms 1 to 4:
1. C -0.260
2. C -0.428
3. C -0.498
4. C -0.641

***

The following is a quantum chemistry calculation of a cluster of 2 separate species, C3H7N2O in total at a distorted geometry, from the OMol25 dataset.

The HOMO-LUMO gap is 0.4031 Eh. For the energy above the lowest of the compared OMol25 structures with the same formula, charge and spin, the calculation gives 120.2 kcal/mol. For the HOMO energy, the calculation gives -14.83 eV.

```
! wB97M-V def2-TZVPD RIJCOSX def2/J DEFGRID3
* xyz 1 1
O -0.8653 0.6859 -0.4187
N 1.5680 -0.3924 -0.2183
N -1.6034 -0.4668 -0.1577
C -2.7724 -0.4142 0.2351
C 2.5520 0.5060 0.0878
C 0.8140 -1.2154 -0.4407
H 3.1074 0.7625 -0.8381
H 3.2400 0.1556 0.8994
H -3.2217 -1.4231 0.5240
H -0.2112 -1.7187 -0.7030
H 1.9978 1.4349 0.4979
H -1.1963 1.5458 0.0245
H -3.4089 0.5401 0.5077
*
```

These are the Mulliken partial charges, in e, on atoms 1 to 4:
1. O -0.380
2. N 0.079
3. N -0.213
4. C -0.218

***

The following is a quantum chemistry calculation of a cluster of 2 separate species, C3H10NO in total at a distorted geometry, from the OMol25 dataset.

The HOMO-LUMO gap (alpha / beta) is 0.4494 / 0.3285 Eh. For the energy above the lowest of the compared OMol25 structures with the same formula, charge and spin, the calculation gives 47.7 kcal/mol. For the HOMO energy (alpha / beta), the calculation gives -21.35 / -21.97 eV.

```
! wB97M-V def2-TZVPD RIJCOSX def2/J DEFGRID3
* xyz 2 2
O 0.3524 0.9741 1.0451
N -0.4359 -0.0238 -1.3766
C -0.8961 -0.2726 2.5478
C 0.2652 0.3555 2.2399
C 0.6937 -0.4396 -2.3799
H 1.2596 -1.2523 -1.9008
H 1.2001 0.4325 2.7853
H -1.0754 -0.9884 3.3400
H -1.1148 0.6068 -1.8168
H 0.2986 -0.9203 -3.2746
H -0.0599 0.5652 -0.5905
H 1.2013 1.4729 1.0064
H -1.8596 -0.1847 2.0623
H -1.0789 -0.7821 -1.1007
H 1.2498 0.4567 -2.5870
*
```

These are the Mulliken partial charges, in e, on atoms 1 to 4:
1. O -0.394
2. N -0.322
3. C -0.571
4. C 0.465

***

The following is a quantum chemistry calculation of a structure of composition H24HeO12 at a distorted geometry, from the OMol25 dataset.

The HOMO-LUMO gap is 0.3922 Eh. For the energy above the lowest of the compared OMol25 structures with the same formula, charge and spin, the calculation gives 4.6 kcal/mol. For the HOMO energy, the calculation gives -10.42 eV.

```
! wB97M-V def2-TZVPD RIJCOSX def2/J DEFGRID3
* xyz 0 1
O 0.8780 0.9255 -2.7608
O 0.2215 -1.9122 -2.4343
O -2.7602 -2.4735 -0.7177
O 2.4408 -0.3440 0.1448
O 1.2955 -3.0317 0.1015
O -1.7757 1.8202 -2.5862
O -2.3384 2.0078 0.4297
O 0.5402 2.4447 1.1695
O -2.8982 -0.3622 1.4394
O 1.1220 0.6378 3.4373
O 2.3795 2.2380 -0.8808
O 0.9800 -2.2361 2.7756
He -0.7944 -0.1337 -0.3137
H 3.1918 -0.4614 0.7265
H -3.7787 -0.1270 1.7323
H 0.6049 0.0398 -2.5219
H -2.5307 1.1708 0.8523
H 0.9093 1.3636 4.0241
H -2.4862 1.8458 -0.5020
H 1.8391 1.9584 -1.6197
H -3.0460 -1.6529 -0.3161
H 1.0453 -2.3045 -2.7235
H 1.8090 2.1456 -0.1177
H -0.4089 2.4566 1.0451
H 0.0350 -2.3359 -1.5965
H 0.9264 -2.5872 1.8867
H -2.5528 -0.9169 2.1389
H 2.5865 0.5081 -0.2662
H -2.6264 -3.0681 0.0204
H 0.9482 0.9794 2.5602
H -1.7332 2.7051 -2.9488
H 1.1536 -1.3025 2.6548
H 1.5721 -2.1201 0.0086
H -0.8676 1.5173 -2.5856
H 0.7518 3.3227 1.4863
H 2.0725 -3.5426 -0.1257
H 1.2949 0.8254 -3.6166
*
```

These are the Mulliken partial charges, in e, on atoms 1 to 4:
1. O -0.752
2. O -0.675
3. O -0.620
4. O -0.624